{"formula": "C21H22F4N3", "method": "ωB97M-V/def2-TZVPD", "gap_ev": 9.4920, "de_lowest_kcal_mol": 14.2, "lumo_ev": -2.769, "total_energy_ha": -1376.83465, "homo_energy_ev": -12.26, "total_charge": 1, "elements": ["C", "N", "C", "C", "C", "N", "C", "C", "C", "N", "C", "C", "C", "C", "F", "C", "C", "F", "C", "C", "C", "C", "F", "C", "C", "F", "C", "C", "H", "H", "H", "H", "H", "H", "H", "H", "H", "H", "H", "H", "H", "H", "H", "H", "H", "H", "H", "H", "H", "H"], "xyz": [[2.473, -1.290, 3.040], [1.755, -0.098, 2.594], [2.604, 1.109, 2.543], [1.971, 2.274, 1.781], [0.604, 2.550, 2.334], [-0.112, 1.293, 2.479], [-1.494, 1.616, 2.755], [-2.307, 0.370, 3.010], [-1.935, -0.621, 1.981], [-0.513, -0.922, 1.953], [-0.538, -2.515, 1.906], [0.310, -2.890, 0.737], [0.576, -4.259, 0.570], [1.514, -4.606, -0.395], [1.680, -5.967, -0.596], [2.209, -3.652, -1.136], [1.999, -2.300, -0.842], [2.808, -1.341, -1.428], [1.006, -1.887, 0.046], [-1.651, -3.528, 2.267], [-2.055, -3.551, 3.614], [-3.002, -4.497, 4.005], [-3.435, -4.486, 5.324], [-3.453, -5.499, 3.136], [-3.065, -5.436, 1.806], [-3.403, -6.481, 0.946], [-2.209, -4.435, 1.324], [0.411, 0.059, 2.348], [1.894, -2.130, 3.460], [3.062, -1.678, 2.214], [3.239, -1.016, 3.790], [2.833, 1.475, 3.553], [3.574, 0.860, 2.077], [2.548, 3.211, 1.913], [1.909, 2.041, 0.695], [0.642, 3.034, 3.325], [-0.014, 3.180, 1.658], [-1.470, 2.327, 3.624], [-1.846, 2.107, 1.813], [-2.128, 0.044, 4.051], [-3.361, 0.668, 2.903], [-2.390, -1.556, 2.272], [-2.372, -0.369, 1.015], [0.041, -2.492, 2.916], [0.120, -5.005, 1.261], [2.867, -3.979, -1.920], [0.855, -0.820, 0.250], [-1.456, -3.029, 4.411], [-4.106, -6.279, 3.485], [-1.764, -4.582, 0.324]]}



{"formula": "C21H22IN4PdS4Sb", "method": "ωB97M-V/def2-TZVPD", "gap_ev": 5.2728, "de_lowest_kcal_mol": 0.0, "lumo_ev": 3.745, "total_energy_ha": -3291.06290, "homo_energy_ev": -1.53, "total_charge": -2, "elements": ["Pd", "S", "C", "C", "C", "C", "C", "N", "H", "H", "H", "H", "I", "C", "C", "C", "C", "N", "C", "H", "H", "H", "H", "C", "Sb", "C", "C", "H", "H", "H", "H", "H", "H", "H", "H", "H", "S", "C", "S", "C", "N", "N", "C", "C", "C", "C", "C", "C", "S", "H", "H", "H", "H", "H"], "xyz": [[0.801, -0.051, 2.491], [0.317, -0.974, 5.620], [-0.629, -1.953, 4.568], [-1.480, -2.981, 5.052], [-2.221, -3.743, 4.186], [-2.136, -3.506, 2.811], [-1.295, -2.494, 2.397], [-0.571, -1.738, 3.230], [-1.522, -3.139, 6.121], [-2.869, -4.526, 4.568], [-2.698, -4.082, 2.089], [-1.180, -2.258, 1.342], [5.331, 3.032, 1.870], [4.172, 1.309, 2.140], [4.142, 0.672, 3.395], [3.390, -0.462, 3.522], [2.690, -0.973, 2.388], [2.678, -0.297, 1.206], [3.396, 0.842, 1.113], [4.691, 1.075, 4.236], [3.296, -0.974, 4.470], [2.370, -2.010, 2.357], [3.342, 1.363, 0.164], [-1.100, 3.829, 2.348], [-1.132, 1.673, 2.502], [-2.277, 1.610, 4.313], [-2.822, 1.398, 1.216], [-2.112, 4.239, 2.384], [-0.627, 4.111, 1.407], [-0.514, 4.241, 3.171], [-3.057, 2.374, 4.314], [-1.610, 1.735, 5.165], [-2.728, 0.620, 4.390], [-3.640, 2.055, 1.516], [-3.141, 0.357, 1.283], [-2.529, 1.589, 0.185], [2.857, -1.904, -5.229], [1.533, -1.420, -4.306], [1.361, -1.741, -2.628], [-0.172, -0.858, -2.545], [-0.491, -0.363, -3.717], [0.458, -0.695, -4.679], [0.214, -0.135, -5.961], [0.494, -0.836, -7.127], [0.220, -0.256, -8.358], [-0.337, 1.012, -8.437], [-0.630, 1.699, -7.265], [-0.361, 1.130, -6.032], [-1.024, -0.757, -1.096], [0.930, -1.820, -7.066], [0.443, -0.807, -9.263], [-0.547, 1.459, -9.401], [-1.074, 2.686, -7.309], [-0.601, 1.640, -5.110]]}